(1)
{"formula": "C29H48F3NO19V2", "method": "ωB97M-V with the def2-TZVPD basis set", "elements": ["O", "V", "O", "O", "V", "O", "C", "O", "O", "C", "F", "F", "F", "C", "C", "H", "H", "H", "H", "H", "H", "C", "C", "C", "C", "C", "C", "N", "O", "C", "C", "C", "H", "H", "H", "H", "H", "H", "H", "H", "H", "H", "H", "H", "H", "H", "H", "H", "H", "H", "C", "C", "C", "O", "C", "O", "O", "H", "H", "H", "H", "H", "H", "C", "C", "C", "O", "C", "O", "O", "H", "H", "H", "H", "H", "H", "C", "C", "C", "O", "C", "O", "O", "H", "H", "H", "H", "H", "H", "C", "C", "C", "O", "C", "O", "O", "H", "H", "H", "H", "H", "H"], "positions_angstrom": [[4.05210, 1.82382, 2.26618], [3.88229, 1.70808, 0.72272], [4.63831, 0.36202, 0.25240], [-1.61167, 3.04993, -0.14901], [-0.20421, 2.89676, -0.84842], [-0.41523, 2.22245, -2.28478], [0.71795, 0.20860, 0.07154], [-0.56867, 0.64100, 0.04880], [1.44631, 1.45254, 0.08989], [1.15623, -0.95601, 1.12231], [2.46235, -0.92914, 1.41752], [0.58654, -0.82945, 2.28959], [0.90660, -2.20205, 0.79387], [-1.58070, -0.30835, 0.23769], [-2.68170, -0.10798, -0.85084], [-3.07627, 0.90728, -0.81027], [-2.24218, -0.30316, -1.82902], [-3.44577, -0.84881, -0.61531], [-2.08586, -0.03350, 1.16364], [-1.21349, -1.32976, 0.33751], [1.02034, -0.10002, -0.92915], [6.33576, 3.44210, 0.91173], [6.29659, 3.66796, -0.62316], [7.50640, 2.86994, -1.07885], [7.47548, 2.45653, -2.54020], [6.05683, 1.84718, -2.97010], [4.85367, 2.69298, -2.54196], [4.98554, 3.08127, -1.13913], [3.82680, 3.72635, -0.56952], [3.67400, 1.73520, -2.68998], [4.71608, 3.96121, -3.51356], [6.60218, 5.18906, -0.87183], [6.43985, 2.39500, 1.19606], [5.43438, 3.77814, 1.42426], [7.08761, 3.99484, 1.47503], [7.74247, 1.96434, -0.52005], [8.38340, 3.48772, -0.88566], [8.35466, 1.88518, -2.83804], [7.72391, 3.36261, -3.09285], [6.14353, 0.84979, -2.53905], [6.00940, 1.71349, -4.05083], [2.78547, 2.36428, -2.74381], [3.59094, 0.97967, -1.90872], [3.72966, 1.26046, -3.66957], [4.31648, 3.59013, -4.45734], [5.61447, 4.53933, -3.72986], [3.98161, 4.71189, -3.22176], [5.97516, 5.80924, -0.23126], [6.51794, 5.62650, -1.86664], [7.65819, 5.40500, -0.70966], [-0.32197, -1.31238, -3.94886], [-0.45222, -2.88287, -3.62918], [0.40580, -3.54576, -2.56400], [-0.47157, -4.24500, -1.73773], [-1.71484, -3.87938, -2.03019], [-2.75344, -4.45369, -1.68398], [-1.69840, -3.15435, -3.21851], [-1.04414, -0.97566, -4.69263], [0.70486, -1.24773, -4.30879], [-0.45880, -0.65288, -3.09186], [-0.33277, -3.45924, -4.54657], [0.91610, -2.89900, -1.85028], [1.01888, -4.30708, -3.04633], [-3.52177, -3.23886, 1.33866], [-4.82725, -3.07860, 0.70001], [-5.52023, -4.42740, 0.55139], [-6.83701, -4.18341, 1.05344], [-7.05286, -2.89247, 1.41982], [-8.07193, -2.29500, 1.84354], [-5.83603, -2.26905, 1.30379], [-3.18469, -2.25171, 1.65489], [-2.73264, -3.64589, 0.70647], [-3.52249, -3.68016, 2.33533], [-4.71573, -2.73137, -0.32717], [-5.03253, -5.19438, 1.15305], [-5.54510, -4.72709, -0.49631], [-0.05587, -2.64549, 4.75448], [-0.39330, -3.53222, 5.95286], [-1.87120, -3.56243, 6.36070], [-2.20902, -4.92600, 6.22145], [-1.20408, -5.60331, 5.95178], [-1.12687, -6.79336, 5.67821], [-0.07642, -4.82175, 5.81652], [1.01901, -2.68441, 4.57780], [-0.38907, -1.63945, 5.00931], [-0.50730, -2.84456, 3.78253], [0.10302, -3.29278, 6.89330], [-2.35911, -3.02612, 5.54682], [-2.11206, -3.07883, 7.30740], [-5.37192, 2.79173, -0.72363], [-6.85482, 2.71454, -0.32833], [-7.42886, 1.27939, -0.14403], [-7.89747, 1.35183, 1.16266], [-7.75208, 2.57257, 1.72090], [-8.08686, 3.04497, 2.83906], [-7.12667, 3.43895, 0.83417], [-5.38470, 2.50602, -1.77544], [-4.81864, 2.08914, -0.10045], [-4.88214, 3.74835, -0.54179], [-7.37532, 3.22965, -1.13569], [-6.58058, 0.59750, -0.20356], [-8.21660, 1.00481, -0.84559]], "mulliken_spin": [0.005, -0.081, 0.098, 0.000, -0.001, 0.000, 0.002, 0.001, 0.001, -0.003, 0.002, 0.000, 0.000, -0.001, 0.000, 0.000, 0.000, 0.000, 0.000, 0.000, 0.000, 0.011, -0.024, 0.022, -0.007, 0.014, 0.005, 0.442, 0.432, -0.002, 0.054, 0.029, -0.002, 0.000, -0.001, -0.001, -0.001, 0.000, 0.000, 0.001, 0.000, 0.002, 0.001, -0.004, 0.001, -0.003, 0.002, 0.002, -0.001, 0.002, 0.000, 0.000, 0.000, 0.000, 0.000, 0.000, 0.000, 0.000, 0.000, 0.000, 0.000, 0.000, 0.000, 0.000, 0.000, 0.000, 0.000, 0.000, 0.000, 0.000, 0.000, 0.000, 0.000, 0.000, 0.000, 0.000, 0.000, 0.000, 0.000, 0.000, 0.000, 0.000, 0.000, 0.000, 0.000, 0.000, 0.000, 0.000, 0.000, 0.000, 0.000, 0.000, 0.000, 0.000, 0.000, 0.000, 0.000, 0.000, 0.000, 0.000, 0.000, 0.000], "s2": 0.763, "e_homo_ev": [-11.861, -11.861], "total_charge": 1, "multiplicity": 2, "lumo_energy_ev": [-6.00, -6.33], "max_force_ev_per_a": 7.9}

(2)
{"formula": "C10H19BN6OSSbSe4Ti", "method": "ωB97M-V with the def2-TZVPD basis set", "elements": ["Ti", "B", "N", "C", "C", "C", "N", "N", "C", "C", "C", "N", "H", "H", "H", "H", "H", "H", "H", "H", "Se", "Sb", "Se", "Se", "Se", "C", "C", "C", "O", "H", "H", "H", "H", "H", "H", "H", "N", "C", "N", "S", "H", "H", "H", "H"], "positions_angstrom": [[0.36223, 0.16970, -0.47931], [2.57224, 0.02150, 2.64305], [1.03054, 0.17901, 2.74631], [0.39862, 0.29750, 3.91728], [-0.96031, 0.42654, 3.68052], [-1.06344, 0.39804, 2.29380], [0.14606, 0.24976, 1.74517], [3.11210, 0.03008, 1.19171], [4.43172, -0.04769, 0.99263], [4.70043, 0.10075, -0.35216], [3.44958, 0.26675, -0.92772], [2.48878, 0.22309, 0.00578], [2.88511, -1.03691, 3.16282], [3.06452, 0.93641, 3.25283], [0.96199, 0.29055, 4.83443], [-1.74582, 0.56223, 4.40069], [-1.92835, 0.49888, 1.65955], [5.09021, -0.18636, 1.83312], [5.65377, 0.10484, -0.84612], [3.19807, 0.43951, -1.96086], [-1.34237, 2.71774, -4.36954], [0.53336, 2.16020, -2.97946], [0.76788, -0.38813, -2.84424], [-0.05771, 2.54514, -0.50616], [2.70588, 3.11180, -3.35574], [-2.69492, -1.75777, -1.88759], [-2.62925, -0.66022, -0.83402], [-3.26002, 0.64023, -1.30824], [-1.28528, -0.43225, -0.48973], [-3.73436, -1.98925, -2.12616], [-2.19663, -2.66949, -1.54608], [-2.18907, -1.42061, -2.79211], [-3.14857, -0.99326, 0.08601], [-3.07680, 1.43877, -0.58532], [-4.33715, 0.51405, -1.43287], [-2.82471, 0.95727, -2.26107], [-1.23588, -2.66280, 1.38555], [0.10838, -2.75557, 1.46771], [0.63589, -2.98888, 2.68097], [1.06639, -2.63898, 0.09600], [-1.76098, -2.40805, 2.20856], [-1.57793, -2.30258, 0.51029], [0.07820, -2.80614, 3.50168], [1.62796, -2.80540, 2.76994]], "mulliken_charge": [0.115, 0.251, -0.475, -0.262, -1.020, -0.838, 0.990, -0.087, -0.239, -1.203, -0.168, 0.787, -0.179, -0.159, 0.428, 0.413, 0.451, 0.413, 0.403, 0.313, -0.668, 0.544, -0.709, -0.456, -0.629, -1.195, 0.313, -1.229, 0.841, 0.420, 0.323, 0.258, 0.358, 0.293, 0.424, 0.119, -0.398, 0.434, -0.399, -0.354, 0.330, -0.045, 0.253, 0.235], "e_homo_ev": -4.463, "total_charge": -1, "relative_energy_kcal_mol": 13.9, "lumo_energy_ev": 1.93, "max_force_ev_per_a": 0.7}

(3)
{"formula": "H20NO13", "method": "ωB97M-V with the def2-TZVPD basis set", "elements": ["N", "O", "O", "O", "O", "H", "H", "O", "H", "H", "O", "H", "H", "O", "H", "H", "O", "H", "H", "O", "H", "H", "O", "H", "H", "O", "H", "H", "O", "H", "H", "O", "H", "H"], "positions_angstrom": [[0.13115, 0.16450, -0.11953], [1.23615, 0.74750, -0.42053], [-0.56085, -0.28350, -1.09153], [-0.10385, -0.22150, 0.99247], [-3.17185, 1.67750, 1.42147], [-2.22185, 1.18350, 1.27347], [-3.04185, 2.64550, 1.44147], [-2.97785, -2.12250, 0.28947], [-2.59185, -1.44450, 0.83547], [-2.19285, -2.75350, 0.16847], [-0.70785, -3.30350, -0.25053], [-0.66085, -2.70850, -0.92553], [-0.63985, -4.15150, -0.65953], [4.02915, -0.22650, 1.12247], [3.54315, -0.14050, 0.32647], [4.87615, 0.31050, 1.15347], [-1.35685, -1.28850, 3.30547], [-1.08185, -0.94050, 2.42047], [-0.72685, -1.59250, 3.98347], [0.98815, -2.15450, -2.65653], [0.81315, -1.33150, -2.26053], [0.24515, -2.38950, -3.17453], [1.45515, 1.21150, -3.12653], [2.36415, 1.04850, -3.01853], [1.23815, 0.74550, -2.29253], [0.14315, 2.47550, 2.96247], [-0.12985, 3.17350, 2.17347], [0.59415, 1.75450, 2.59747], [-2.75885, -0.12650, -2.86053], [-3.39585, 0.54350, -2.56853], [-1.95585, 0.03450, -2.23953], [2.75515, 3.37450, 0.13147], [2.44515, 2.50150, 0.28247], [3.42015, 3.58750, 0.78347]], "mulliken_charge": [0.723, -0.625, -0.524, -0.542, -0.642, 0.355, 0.285, -0.702, 0.258, 0.411, -0.622, 0.341, 0.269, -0.644, 0.330, 0.300, -0.675, 0.508, 0.277, -0.674, 0.262, 0.309, -0.640, 0.263, 0.334, -0.633, 0.319, 0.311, -0.660, 0.289, 0.412, -0.613, 0.347, 0.296], "e_homo_ev": -7.103, "total_charge": -1, "relative_energy_kcal_mol": 76.2, "lumo_energy_ev": 2.68, "max_force_ev_per_a": 5.6}

(4)
{"formula": "C4H5N4", "method": "ωB97M-V with the def2-TZVPD basis set", "elements": ["C", "C", "C", "C", "N", "N", "N", "N", "H", "H", "H", "H", "H"], "positions_angstrom": [[2.63825, -0.21791, 0.07147], [-0.27802, 1.72479, -0.03514], [-1.83783, -0.27774, -0.20040], [-2.02997, -1.49525, 0.09555], [3.33129, -1.09809, -0.15813], [0.92500, 1.40361, 0.10854], [1.51385, 0.27778, 0.23994], [-1.55560, 0.97056, -0.14405], [-0.58443, 2.70130, -0.03374], [4.24593, -1.51968, -0.06214], [-2.32028, -2.27448, -0.62931], [-1.83930, -1.95941, 0.96335], [-2.20891, 1.76451, -0.21596]], "mulliken_charge": [0.176, -0.024, 0.684, -0.713, -0.124, -0.144, -0.257, -0.179, 0.355, 0.315, 0.272, 0.332, 0.307], "e_homo_ev": -12.929, "total_charge": 1, "relative_energy_kcal_mol": 102.8, "lumo_energy_ev": -5.37, "max_force_ev_per_a": 5.5}

(5)
{"formula": "C33H41ClIN6ORuSSe", "method": "ωB97M-V with the def2-TZVPD basis set", "elements": ["Ru", "Cl", "C", "C", "C", "I", "C", "O", "C", "N", "C", "C", "C", "C", "H", "H", "H", "H", "S", "C", "C", "C", "C", "C", "N", "H", "H", "H", "H", "C", "C", "C", "C", "N", "C", "Se", "N", "C", "C", "C", "C", "C", "C", "C", "C", "C", "C", "H", "H", "H", "H", "H", "H", "H", "H", "H", "H", "H", "H", "H", "H", "H", "H", "H", "H", "H", "H", "H", "H", "N", "C", "C", "N", "C", "C", "H", "H", "H", "H", "H", "H", "H", "H", "H", "H", "H"], "positions_angstrom": [[0.21739, 1.02853, 1.15019], [-5.74357, -2.25035, 3.20395], [-4.16788, -1.90254, 2.59531], [-3.36368, -2.92613, 2.15818], [-2.07060, -2.65860, 1.71223], [-0.76305, -4.17701, 1.09631], [-1.52583, -1.37245, 1.69117], [-0.29060, -1.15163, 1.36367], [-2.39859, -0.31112, 2.07529], [-1.92229, 0.95345, 1.96319], [-2.66394, 1.97554, 2.32743], [-3.94700, 1.81152, 2.86366], [-4.46916, 0.54853, 2.96574], [-3.70584, -0.56573, 2.55573], [-3.73645, -3.94108, 2.17247], [-2.24326, 2.96320, 2.17745], [-4.51188, 2.67641, 3.17855], [-5.47099, 0.38592, 3.33773], [1.06576, 3.34380, 0.94780], [0.38508, 3.50618, 2.54106], [-0.02220, 4.71920, 3.09478], [-0.54857, 4.70994, 4.37290], [-0.65217, 3.50176, 5.05867], [-0.23126, 2.34678, 4.43180], [0.27719, 2.34176, 3.19725], [0.06768, 5.62629, 2.51460], [-0.87919, 5.62821, 4.83931], [-1.04243, 3.46172, 6.06514], [-0.29897, 1.38716, 4.93238], [-3.71981, 1.05750, -3.72255], [-2.63042, 0.26397, -4.44036], [-2.73522, -1.24388, -4.20139], [-2.24101, -1.67812, -2.81820], [-0.79901, -1.50865, -2.68170], [-0.16348, -0.52745, -2.02133], [-1.03254, 0.84419, -1.10341], [1.17007, -0.67723, -2.19335], [2.22039, 0.24517, -1.79530], [2.73860, 1.08131, -2.97512], [1.67621, 1.91288, -3.69955], [1.34828, 3.21589, -2.97892], [1.39269, -1.78141, -3.00592], [2.55642, -2.34910, -3.50961], [2.41472, -3.43921, -4.34668], [1.15642, -3.97011, -4.65091], [-0.00089, -3.42407, -4.13171], [0.14002, -2.30998, -3.31365], [-3.63644, 2.11905, -3.95205], [-3.64526, 0.94559, -2.63897], [-4.70611, 0.71687, -4.03823], [-1.64722, 0.61916, -4.11235], [-2.70473, 0.45178, -5.51182], [-2.16507, -1.77558, -4.96563], [-3.77926, -1.54900, -4.29377], [-2.46893, -2.73057, -2.64527], [-2.72152, -1.08528, -2.04081], [3.04331, -0.35221, -1.39338], [1.84170, 0.88339, -0.99181], [3.21396, 0.40453, -3.68757], [3.50858, 1.75396, -2.58940], [0.77163, 1.31390, -3.83788], [2.05346, 2.15300, -4.69425], [0.98455, 3.04074, -1.96655], [0.57844, 3.76907, -3.51556], [2.23693, 3.84638, -2.92103], [3.53646, -1.95599, -3.27626], [3.29432, -3.88699, -4.78754], [1.08729, -4.82244, -5.31197], [-0.97294, -3.83457, -4.36604], [3.99136, -1.55310, 3.94963], [2.51031, -1.77483, 4.06751], [1.75525, -0.59598, 3.45953], [2.13776, -0.35724, 2.06678], [3.57341, -0.10776, 1.98074], [4.39395, -1.27491, 2.53190], [4.49093, -2.37239, 4.30036], [4.26378, -0.76350, 4.53981], [2.25040, -1.89020, 5.11867], [2.26151, -2.69788, 3.54233], [1.94683, 0.31937, 4.02661], [0.68887, -0.81384, 3.50362], [1.86702, -1.16827, 1.51001], [3.79297, 0.80300, 2.54525], [3.86642, 0.06968, 0.94710], [5.45616, -1.03716, 2.50136], [4.21475, -2.18071, 1.95263]], "mulliken_spin": [1.031, 0.000, 0.004, -0.003, 0.003, 0.000, -0.012, -0.002, 0.010, -0.040, 0.011, -0.005, 0.001, -0.007, 0.000, -0.002, 0.000, 0.000, 0.032, 0.004, 0.006, -0.002, 0.007, -0.007, 0.002, -0.001, 0.000, 0.000, 0.000, -0.001, -0.005, 0.002, -0.005, -0.003, 0.021, -0.063, -0.006, -0.004, -0.001, 0.000, 0.000, -0.002, 0.001, -0.001, 0.000, 0.000, -0.002, 0.000, 0.000, 0.000, 0.004, 0.000, 0.000, 0.000, 0.000, 0.002, 0.001, 0.000, 0.000, 0.000, -0.001, 0.000, 0.001, 0.000, 0.000, 0.000, 0.000, 0.000, 0.000, -0.001, 0.000, -0.013, 0.029, 0.002, 0.006, 0.000, 0.000, 0.000, 0.001, 0.002, 0.003, 0.004, 0.001, -0.002, 0.000, 0.000], "s2": 0.780, "e_homo_ev": [-12.138, -12.135], "total_charge": 2, "multiplicity": 2, "relative_energy_kcal_mol": 52.8, "lumo_energy_ev": [-6.38, -6.08], "max_force_ev_per_a": 2.8}